Record 1
{"formula": "C17H21CeCl2NO5S", "method": "ωB97M-V/def2-TZVPD", "orbital_gap_ev": [2.5134, 2.5118], "largest_force_ev_per_a": 4.4, "homo_energy_ev": [0.947, 0.948], "total_energy_ha": -2885.11250, "charge": -2, "species": ["C", "C", "C", "C", "C", "C", "C", "C", "C", "C", "Ce", "Cl", "Cl", "O", "H", "H", "H", "H", "H", "H", "H", "H", "H", "H", "H", "H", "H", "H", "H", "H", "O", "H", "O", "C", "N", "S", "O", "O", "C", "C", "C", "C", "C", "C", "H", "H", "H", "H"], "xyz": [[0.02632, -1.38865, -3.41555], [0.88180, -0.25446, -3.55458], [0.06294, 0.90654, -3.51102], [2.35664, -0.25398, -3.65755], [-1.28988, 0.50439, -3.40616], [-1.31549, -0.92779, -3.32474], [-2.47440, -1.77853, -3.03136], [0.45806, -2.79666, -3.31776], [0.57809, 2.28982, -3.50788], [-2.45705, 1.40617, -3.33536], [0.46683, -0.73580, 0.71979], [2.30085, 0.63015, -0.15330], [1.87602, -2.80759, 0.16892], [-0.94266, 0.49740, -0.12978], [2.73316, -1.27485, -3.74395], [2.80545, 0.20275, -2.76832], [2.68179, 0.32027, -4.53158], [1.39911, 2.39951, -2.78076], [-0.21624, 2.99651, -3.24086], [0.96982, 2.57300, -4.49721], [-2.23953, 2.26207, -2.68606], [-3.32809, 0.87066, -2.94348], [-2.71896, 1.79861, -4.32832], [-3.39707, -1.19688, -3.13544], [-2.32726, -2.20011, -1.98113], [-2.52881, -2.59656, -3.76337], [1.47253, -2.86209, -2.90999], [0.44403, -3.29070, -4.30079], [-0.21568, -3.32393, -2.63263], [-1.07630, 1.46349, -0.18730], [-1.78465, -2.81955, -0.54300], [-1.14404, -3.48479, -0.07229], [0.10553, -1.56728, 2.98880], [0.24604, -0.40662, 3.50967], [0.38889, 0.64103, 2.67895], [0.58932, 2.15090, 3.38276], [1.90316, 2.64632, 3.07948], [-0.56315, 2.96727, 3.13111], [0.52560, 1.39275, 4.98865], [0.71565, 2.05650, 6.20060], [0.67317, 1.31206, 7.37974], [0.46637, -0.08767, 7.32043], [0.29039, -0.73470, 6.10196], [0.32066, 0.03170, 4.92204], [0.88808, 3.12856, 6.18983], [0.80684, 1.80356, 8.34794], [0.45392, -0.65131, 8.25565], [0.13219, -1.81149, 6.02516]], "atomic_forces_ev_per_a": [[-0.092, 1.524, 0.050], [-1.341, -0.451, 0.472], [-0.585, -0.825, -0.045], [0.091, 0.045, 0.038], [1.171, -1.108, 0.043], [1.266, 1.207, -0.290], [-0.292, -0.338, 0.336], [0.000, -0.422, 0.055], [0.196, 0.314, -0.046], [-0.227, 0.100, -0.036], [-2.714, -1.392, -3.240], [1.102, 0.905, -0.048], [0.337, -0.454, 0.195], [0.212, 0.567, 0.806], [0.147, 0.023, -0.030], [0.247, 0.023, -0.049], [0.256, 0.014, -0.095], [-0.076, 0.132, -0.119], [0.135, 0.085, -0.047], [0.081, 0.266, 0.044], [-0.239, 0.118, 0.035], [0.013, 0.210, 0.025], [-0.197, 0.173, 0.034], [-0.126, -0.150, 0.172], [-0.517, 0.180, -1.242], [-0.149, -0.206, 0.160], [-0.066, -0.170, -0.055], [0.041, -0.258, 0.034], [0.137, -0.136, -0.089], [0.134, -0.797, -0.214], [2.728, -1.263, 2.929], [-1.717, 1.543, -1.376], [0.178, 1.499, 1.972], [-0.095, -0.099, -1.906], [0.033, 0.868, 0.521], [0.004, -2.315, -0.980], [-0.477, 0.136, 0.490], [0.274, 0.064, 0.337], [0.258, 0.915, 1.267], [-0.181, -0.315, -0.080], [-0.047, -0.477, -0.280], [0.055, 0.589, 0.145], [-0.041, 0.253, -0.558], [0.079, -0.660, 1.108], [-0.015, -0.125, 0.152], [-0.028, -0.201, -0.361], [-0.026, 0.099, -0.327], [0.075, 0.309, 0.091]], "lowdin_charge": [-0.255, -0.259, -0.280, -0.099, -0.268, -0.246, -0.098, -0.098, -0.093, -0.100, 0.446, 0.163, 0.016, -0.362, 0.058, 0.014, 0.058, 0.056, 0.052, 0.057, 0.050, 0.054, 0.057, 0.045, 0.021, 0.060, 0.038, 0.057, 0.059, 0.045, -0.502, -0.080, -0.093, -0.459, -0.173, 0.674, -0.278, -0.276, -0.208, -0.041, -0.074, -0.077, 0.006, -0.109, 0.118, 0.100, 0.099, 0.125]}

=====

Record 2
{"formula": "C17H21Cl2MoNO6", "method": "ωB97M-V/def2-TZVPD", "orbital_gap_ev": [3.3483, 3.3363], "largest_force_ev_per_a": 2.5, "spin_multiplicity": 3, "homo_energy_ev": [0.095, 0.108], "de_lowest_kcal_mol": 64.0, "total_energy_ha": -2155.14844, "charge": -2, "s2": 2.01, "species": ["C", "C", "C", "C", "C", "C", "C", "C", "C", "C", "Mo", "Cl", "Cl", "O", "H", "H", "H", "H", "H", "H", "H", "H", "H", "H", "H", "H", "H", "H", "H", "H", "O", "H", "O", "C", "O", "C", "C", "C", "C", "C", "C", "N", "O", "O", "H", "H", "H", "H"], "xyz": [[-0.71287, 0.80560, -3.27095], [-1.55005, -0.31558, -2.95902], [-0.70834, -1.46682, -2.75448], [-3.03825, -0.34033, -3.03910], [0.65466, -1.06301, -2.97018], [0.66190, 0.34904, -3.28560], [1.87742, 1.16771, -3.56110], [-1.22938, 2.15549, -3.65281], [-1.15674, -2.84671, -2.40594], [1.80854, -2.00561, -2.90950], [-0.14588, 0.10245, -1.17520], [-2.13007, -0.49748, -0.02049], [0.28717, 2.34411, -0.84614], [1.55068, -0.57912, -0.52946], [-3.46917, 0.62592, -2.76041], [-3.44921, -1.11212, -2.38272], [-3.35391, -0.56717, -4.06617], [-1.94733, -2.83893, -1.64394], [-0.31571, -3.44042, -2.03238], [-1.54621, -3.33814, -3.30690], [1.60984, -2.77653, -2.15840], [2.72724, -1.48133, -2.63834], [1.96125, -2.50998, -3.87307], [2.73964, 0.73816, -3.03733], [1.76065, 2.20486, -3.22653], [2.09933, 1.17079, -4.63576], [-2.06388, 2.44867, -3.00421], [-1.60449, 2.15132, -4.68496], [-0.44456, 2.91391, -3.58163], [1.50161, -0.24713, 0.41311], [2.89132, 4.11233, -1.35443], [3.73345, 4.07864, -0.84076], [-0.72020, 1.92372, 2.11828], [-0.15834, 0.84270, 2.34069], [0.38421, -0.06295, 1.62377], [-0.06059, 0.40306, 3.80515], [0.57935, -0.81374, 4.14906], [0.70449, -1.20517, 5.47213], [0.16579, -0.37579, 6.47833], [-0.47162, 0.84664, 6.15948], [-0.57747, 1.22039, 4.82608], [0.26561, -0.79973, 7.82551], [0.83245, -1.89010, 8.07721], [-0.21196, -0.06798, 8.72219], [0.99231, -1.45802, 3.37594], [1.20143, -2.13516, 5.73421], [-0.86743, 1.47722, 6.95023], [-1.05669, 2.15231, 4.53652]], "atomic_forces_ev_per_a": [[-0.315, -0.905, -0.547], [0.887, -0.047, -1.018], [0.351, 0.385, -0.399], [-0.204, 0.004, 0.150], [-1.119, 0.202, -0.636], [-0.599, -0.667, 0.110], [0.149, 0.126, 0.003], [0.022, 0.227, -0.005], [-0.182, -0.157, -0.139], [0.180, 0.038, 0.109], [1.071, -0.496, 1.699], [-0.409, 0.206, 0.044], [-0.073, 0.338, 0.429], [-0.215, 0.411, 0.300], [0.033, -0.188, 0.037], [0.020, 0.201, -0.037], [0.094, 0.047, 0.033], [0.209, 0.061, -0.157], [-0.238, 0.078, -0.024], [-0.021, -0.126, 0.116], [0.235, 0.199, -0.060], [-0.136, -0.115, 0.059], [-0.077, 0.149, 0.035], [-0.164, 0.270, -0.047], [0.180, -0.168, 0.159], [-0.042, -0.034, 0.025], [0.285, 0.026, -0.061], [0.069, -0.111, 0.027], [-0.172, -0.125, 0.143], [0.238, -0.090, -0.762], [1.061, 0.123, 0.216], [-0.859, 0.019, -0.523], [0.511, -1.248, -0.046], [0.057, -0.169, 0.427], [-0.698, 1.290, -0.480], [0.147, -0.207, 1.092], [-0.183, 0.384, 0.199], [-0.385, 0.520, 0.211], [-0.116, 0.435, -1.533], [0.282, -0.591, 0.029], [0.257, -0.467, -0.024], [0.236, -0.630, 2.369], [-0.934, 1.725, -0.249], [0.717, -1.170, -1.212], [-0.210, 0.385, 0.001], [-0.153, 0.244, 0.035], [0.101, -0.210, -0.089], [0.110, -0.174, -0.012]], "lowdin_spin": [0.024, 0.003, 0.037, 0.001, -0.007, 0.018, 0.004, 0.006, 0.014, -0.002, 1.542, 0.058, 0.196, 0.068, 0.000, 0.000, 0.000, 0.001, 0.001, 0.004, -0.001, 0.000, -0.001, 0.001, 0.001, 0.001, 0.000, 0.001, 0.001, 0.007, 0.007, 0.000, 0.001, 0.002, 0.014, 0.000, 0.000, 0.000, 0.000, 0.000, 0.000, 0.000, 0.000, 0.000, 0.000, 0.000, 0.000, 0.000]}

=====

Record 3
{"formula": "C17H21Cl3MoN2O3S", "method": "ωB97M-V/def2-TZVPD", "orbital_gap_ev": [6.3959, 6.3898], "largest_force_ev_per_a": 0.9, "spin_multiplicity": 3, "homo_energy_ev": [-14.269, -14.399], "de_lowest_kcal_mol": 0.0, "total_energy_ha": -2842.07038, "charge": 2, "s2": 2.01, "species": ["Mo", "Cl", "C", "C", "C", "Cl", "C", "O", "C", "Cl", "C", "H", "H", "C", "C", "C", "O", "H", "H", "H", "H", "H", "H", "H", "C", "S", "C", "H", "H", "H", "H", "H", "H", "N", "C", "O", "C", "C", "C", "N", "C", "C", "H", "H", "H", "H", "H", "H"], "xyz": [[-0.03183, -0.25071, -1.16292], [5.24037, 4.67879, -1.77038], [3.79270, 3.77757, -1.57578], [3.85195, 2.38889, -1.58643], [2.65873, 1.72314, -1.42832], [2.60702, -0.04971, -1.41430], [1.43806, 2.35061, -1.26676], [0.30868, 1.61060, -1.12822], [1.41088, 3.73762, -1.24842], [-0.09020, 4.54872, -1.03442], [2.58872, 4.44923, -1.40659], [4.79068, 1.86956, -1.71489], [2.56593, 5.52999, -1.39962], [-3.73175, -1.55085, -1.93598], [-3.02509, -0.27880, -2.32279], [-3.51370, 0.96391, -1.62805], [-1.56783, -0.43388, -1.97817], [-4.79987, -1.42551, -2.11516], [-3.59988, -1.75923, -0.87254], [-3.39328, -2.40242, -2.52540], [-2.99057, -0.14599, -3.40290], [-3.52600, 0.82386, -0.54500], [-4.53543, 1.15985, -1.95337], [-2.90666, 1.83312, -1.87839], [-0.79192, -3.55556, -0.20406], [0.53079, -2.69697, -1.08455], [0.31741, -3.27619, -2.78392], [-1.72294, -3.46013, -0.75730], [-0.88899, -3.10629, 0.78215], [-0.50247, -4.59919, -0.10405], [0.62822, -4.31777, -2.82368], [0.96483, -2.68400, -3.42753], [-0.72184, -3.16572, -3.08369], [1.38199, -0.45091, 5.96540], [0.31637, -0.02994, 5.25545], [-0.70290, 0.41622, 5.72666], [0.42502, -0.09160, 3.73870], [-0.41267, 0.75500, 3.02464], [-0.40829, 0.70487, 1.65020], [0.36531, -0.16863, 0.96922], [1.18083, -0.98628, 1.65857], [1.24139, -0.96802, 3.03562], [1.33423, -0.35850, 6.96873], [2.28387, -0.61271, 5.55510], [-1.06214, 1.43784, 3.55517], [-1.01777, 1.37790, 1.06064], [1.81201, -1.65168, 1.08560], [1.90804, -1.66011, 3.53170]], "atomic_forces_ev_per_a": [[0.723, 0.405, 0.291], [-0.013, -0.024, 0.002], [0.075, 0.081, -0.002], [-0.034, -0.040, -0.001], [0.155, -0.157, -0.012], [-0.066, 0.072, -0.035], [-0.394, -0.300, -0.003], [0.162, -0.031, 0.075], [-0.028, 0.233, -0.004], [0.074, -0.060, -0.012], [-0.041, 0.000, 0.006], [-0.002, 0.000, 0.001], [0.008, -0.002, 0.002], [-0.035, -0.023, 0.056], [0.231, -0.143, -0.036], [0.014, 0.021, 0.099], [-0.714, 0.119, -0.249], [0.009, -0.020, -0.032], [-0.025, 0.029, 0.008], [0.014, 0.008, -0.003], [-0.026, 0.003, -0.013], [-0.020, -0.002, -0.005], [-0.002, 0.016, 0.009], [0.008, -0.006, -0.029], [-0.057, 0.017, -0.061], [0.202, -0.076, 0.028], [-0.051, -0.026, 0.025], [-0.012, -0.012, 0.030], [0.024, -0.008, 0.012], [-0.015, -0.009, -0.006], [-0.018, -0.010, -0.003], [0.026, 0.003, 0.017], [0.008, -0.003, -0.027], [-0.041, -0.092, -0.008], [0.117, 0.390, -0.040], [-0.056, -0.162, 0.032], [-0.013, -0.137, 0.103], [-0.024, 0.063, -0.058], [0.075, -0.040, 0.031], [-0.260, -0.087, -0.158], [0.045, 0.099, -0.019], [0.036, -0.034, -0.020], [-0.004, -0.001, 0.003], [-0.003, -0.016, -0.015], [0.004, -0.007, 0.006], [-0.020, -0.010, -0.010], [-0.021, -0.029, -0.004], [-0.011, 0.010, 0.032]], "lowdin_spin": [1.675, 0.005, 0.013, 0.000, 0.012, 0.038, 0.002, 0.112, 0.011, 0.003, -0.004, 0.000, 0.000, 0.002, 0.011, 0.000, 0.015, 0.001, 0.000, 0.000, -0.001, 0.001, 0.000, 0.000, 0.013, 0.014, 0.010, 0.000, 0.001, 0.002, 0.000, 0.001, 0.000, 0.000, 0.001, 0.002, 0.010, -0.001, 0.017, 0.017, 0.011, 0.000, 0.000, 0.000, 0.000, 0.003, 0.001, 0.000]}